Record 1
15 unconnected molecules or ions with the total composition C36H52BN16O4PS. Source: the OMol25 dataset; level of theory: wB97M-V/def2-TZVPD.

XYZ file:
```
111
Properties=species:S:1:pos:R:3:forces:R:3
N 3.87880 -3.72413 0.20020 -0.133 0.026 0.001
C 3.69327 -2.61370 -0.36348 0.043 0.008 0.097
C 3.48000 -1.29855 0.37110 -0.276 -0.865 -0.377
N 2.09583 -0.86436 0.06903 0.236 0.107 0.370
C 1.09266 -1.41650 0.79318 -0.299 0.154 -0.276
C -0.22608 -1.12544 0.55628 -0.031 0.119 0.048
B -1.29756 -1.89263 1.41554 0.014 -0.470 0.277
O -2.61921 -1.54151 1.46210 0.342 -0.017 -0.764
O -0.87061 -3.02002 2.10791 0.470 0.449 -0.050
C -0.50328 -0.21003 -0.48382 -0.012 0.506 0.313
P -2.20196 0.26434 -0.94990 -0.844 -0.820 -1.228
S -3.01390 -1.02427 -2.16498 0.189 -0.146 0.246
C 0.53127 0.33474 -1.21199 -0.126 -0.223 0.245
C 1.85436 -0.00272 -0.92235 -0.542 0.003 -0.454
C 2.97177 0.60682 -1.74168 1.115 1.027 -0.493
O 3.53256 -0.11053 -2.58212 -0.313 -0.420 0.488
O 3.16799 1.80655 -1.45638 -0.328 -0.458 0.217
H 3.90406 -3.61852 1.21671 0.081 -0.098 0.025
H 3.63235 -2.55905 -1.44736 0.026 0.023 -0.112
H 3.52899 -1.51276 1.43236 0.149 0.328 0.217
H 4.19192 -0.54535 0.05799 -0.031 0.240 0.049
H 1.36315 -2.11505 1.56560 0.225 -0.118 0.043
H -3.12560 -2.34448 1.26388 -0.427 0.125 0.580
H -0.79011 -2.85430 3.05268 -0.302 -0.356 0.081
H -2.05451 1.49343 -1.60043 0.216 0.204 0.519
H -2.95822 0.44894 0.21052 0.414 0.424 0.160
H 0.34305 1.02121 -2.02186 0.073 0.133 -0.064
C -5.63698 -0.69787 3.74486 -0.032 -0.007 0.006
C -5.43943 -2.04480 3.22597 -0.003 0.182 0.018
N -5.27380 -3.09873 2.80655 0.104 -0.116 -0.098
H -6.31229 -0.72679 4.59742 -0.012 0.010 0.003
H -4.68168 -0.28137 4.05720 0.012 0.003 -0.009
H -6.06638 -0.06583 2.97019 -0.008 0.005 -0.010
C -0.13352 3.97285 -3.09844 -0.103 -0.097 0.014
C -1.38736 3.93139 -2.35320 0.187 0.101 -0.164
N -2.37433 3.89908 -1.76944 -0.109 -0.048 0.152
H 0.70955 3.96738 -2.41208 0.040 0.030 -0.009
H -0.06744 3.10753 -3.75716 -0.010 0.006 -0.024
H -0.08863 4.87883 -3.69700 0.068 0.029 0.017
C 4.40269 4.95077 -2.01466 -0.029 -0.098 0.041
C 3.20407 5.59638 -2.52716 0.213 -0.056 0.016
N 2.26857 6.12530 -2.93029 -0.202 0.156 -0.007
H 5.11191 4.77850 -2.82602 -0.176 0.116 0.098
H 4.86380 5.59223 -1.26779 0.046 -0.044 -0.014
H 4.13909 3.99370 -1.56290 -0.048 -0.034 -0.063
C 6.69304 -1.49928 -2.49429 -0.239 -0.006 -0.135
C 6.79438 -2.64784 -1.60765 0.200 0.100 -0.062
N 6.91720 -3.53921 -0.89717 0.031 -0.140 0.150
H 7.27101 -1.68558 -3.39746 0.063 0.025 0.027
H 5.65362 -1.30838 -2.76930 -0.001 0.010 0.037
H 7.08598 -0.62073 -1.99070 0.103 -0.035 0.026
C -6.42162 -3.07345 -0.85568 0.021 0.077 -0.076
C -6.62986 -1.84653 -1.61389 0.077 -0.099 0.125
N -6.79141 -0.86956 -2.19024 -0.105 0.188 -0.117
H -6.12891 -3.87913 -1.52590 -0.006 -0.025 0.011
H -5.63409 -2.91887 -0.11983 -0.007 -0.022 0.014
H -7.33576 -3.35629 -0.34112 0.006 -0.051 0.011
C 7.23613 1.98813 -2.81451 -0.050 -0.023 0.006
C 6.90691 3.14009 -3.64188 0.111 -0.110 0.097
N 6.64754 4.06075 -4.27291 0.027 0.086 -0.190
H 7.63867 1.19443 -3.44037 0.021 -0.008 0.008
H 7.97900 2.26674 -2.06947 0.024 0.005 -0.012
H 6.33680 1.63040 -2.31213 -0.047 0.030 -0.058
C 5.09348 9.11777 -0.38441 0.070 0.107 -0.004
C 5.88812 7.90180 -0.28068 -0.209 0.118 0.013
N 6.46812 6.91703 -0.20356 0.217 -0.138 0.079
H 5.74294 9.99070 -0.38175 -0.018 0.024 -0.012
H 4.52437 9.10442 -1.31113 -0.016 0.001 -0.008
H 4.40647 9.18616 0.45667 0.003 0.005 0.007
C 10.56705 -3.78069 -0.13826 -0.038 -0.014 0.047
C 10.26527 -2.60527 -0.94273 0.046 -0.195 0.094
N 10.02800 -1.68541 -1.58198 -0.104 0.283 -0.162
H 10.95489 -4.57271 -0.77523 -0.001 -0.011 -0.002
H 11.31061 -3.53126 0.61603 0.011 -0.003 0.000
H 9.65813 -4.12808 0.34984 -0.032 -0.004 -0.033
C -6.18909 -6.11258 2.59238 -0.094 -0.037 -0.032
C -7.19760 -5.70206 1.62444 0.179 -0.002 0.177
N -7.99033 -5.37922 0.86225 -0.196 0.026 -0.122
H -6.30698 -5.53664 3.50785 0.018 0.010 -0.036
H -6.29625 -7.16836 2.81699 0.001 -0.039 -0.021
H -5.19529 -5.93603 2.18788 -0.008 0.010 0.034
C 2.80129 10.62399 -3.69937 -0.057 -0.122 -0.260
C 3.54718 11.81063 -4.09624 -0.127 -0.140 0.109
N 4.13787 12.74119 -4.40801 0.130 0.181 -0.072
H 2.00634 10.89133 -3.01215 0.083 0.076 -0.124
H 2.36852 10.14686 -4.57734 0.077 -0.035 -0.023
H 3.46771 9.91860 -3.20772 -0.002 -0.044 -0.034
C -10.99762 -4.75159 -0.79261 -0.067 0.009 0.038
C -12.45275 -4.73210 -0.69043 0.216 0.004 -0.046
N -13.59557 -4.71823 -0.61031 -0.226 0.001 0.028
H -10.68762 -5.50281 -1.51569 0.023 -0.008 0.004
H -10.63712 -3.77700 -1.11592 0.014 0.004 -0.004
H -10.55776 -4.98927 0.17280 0.063 -0.007 -0.020
C -6.32523 -10.45530 4.92330 -0.046 -0.037 -0.018
C -5.43051 -9.46084 4.34834 -0.098 -0.055 0.191
N -4.73299 -8.65464 3.92648 0.174 0.082 -0.050
H -6.92742 -9.98907 5.70194 0.026 0.041 0.007
H -6.97871 -10.85506 4.15041 -0.001 -0.017 -0.001
H -5.74396 -11.26717 5.35549 -0.001 -0.013 -0.002
C -4.32695 -6.37025 6.73136 -0.016 0.054 0.031
C -5.58421 -7.07902 6.93142 0.166 0.025 -0.111
N -6.56737 -7.65130 7.06825 -0.185 -0.119 0.030
H -4.23336 -5.57127 7.46430 0.009 0.002 0.011
H -3.49459 -7.06127 6.84472 0.007 -0.008 -0.023
H -4.30106 -5.94577 5.72966 0.010 -0.033 -0.025
C 0.49039 9.61981 -0.24639 0.006 0.023 -0.033
C 1.23795 10.80618 -0.64828 -0.140 -0.095 0.227
N 1.82432 11.73852 -0.96700 0.048 0.117 0.165
H -0.30554 9.90246 0.43921 -0.013 -0.005 0.004
H 0.05523 9.14312 -1.12297 0.007 -0.025 0.001
H 1.15420 8.91341 0.24786 -0.008 -0.022 -0.006
```
Forces are in eV/Å.

Values from the calculation:
gap between HOMO and LUMO = 7.454 eV


Record 2
A single C5H8BrF molecule. Source: the OMol25 dataset; level of theory: wB97M-V/def2-TZVPD.

XYZ file:
```
15
Properties=species:S:1:pos:R:3:forces:R:3
C 0.54462 1.51887 -1.48080 1.880 -1.135 -1.502
C -0.26049 1.38367 -0.44663 -0.851 0.840 -2.722
C 0.15540 0.87305 0.78868 -1.061 -5.220 3.719
C 0.38741 -0.92009 0.73919 -1.177 1.799 0.613
C -0.85251 -1.55143 0.08415 1.323 0.769 -1.291
F 1.43706 -1.33362 -0.01919 0.102 0.815 0.491
Br 0.81790 -1.61676 2.73525 -0.595 0.782 -2.064
H 0.37409 1.89315 -2.50325 -0.666 -0.039 0.846
H 1.52371 0.98430 -1.45046 -0.397 0.930 0.356
H -1.28108 1.61012 -0.57693 -1.168 0.680 -0.020
H -0.64147 0.92705 1.64110 1.775 0.227 -1.464
H 1.10233 1.23548 1.01275 1.565 0.618 1.152
H -1.18564 -0.82710 -0.70459 0.141 -0.455 0.766
H -0.43766 -2.36917 -0.51749 -0.552 -0.336 0.504
H -1.68367 -1.80753 0.69821 -0.319 -0.274 0.616
```
Forces are in eV/Å.

Values from the calculation:
ΔE to the lowest compared entry with this formula, charge and spin = 78.4 kJ/mol
gap between HOMO and LUMO = 9.945 eV
SMILES string = C=CC[C@@](C)(F)Br